{
  "formula": "C4H10N3",
  "method": "the ωB97M-V functional and the def2-TZVPD basis",
  "e_tot_ha": -322.3175,
  "orbital_gap_ev": 8.42,
  "e_above_lowest_ev": 3.894,
  "total_charge": 1,
  "symbols": ["H", "H", "H", "C", "H", "H", "H", "H", "N", "N", "H", "H", "C", "H", "N", "C", "C"],
  "positions_angstrom": [[-0.322068, 1.949345, -0.734355], [2.746103, 0.316881, 0.221035], [-5.004449, -0.723786, -0.746980], [1.841713, -0.298234, -0.001965], [-0.297188, -0.131410, -0.103750], [2.287149, -2.205334, -0.705883], [-4.807718, -0.534207, 0.987045], [1.445088, 2.423178, -0.552920], [0.760490, 0.354311, -0.141528], [-3.162707, -0.069133, -0.039588], [0.779666, -2.019893, 0.496684], [0.448013, 2.074355, 0.886530], [1.829502, -1.775369, 0.190891], [2.445563, -2.177136, 0.964340], [-2.096570, 0.176873, 0.233413], [0.580169, 1.766692, -0.134255], [-4.415954, -0.225290, -0.003846]],
  "forces_ev_per_angstrom": [[0.4, 0.3, 0.4], [-0.5, -0.5, -0.8], [0.3, 0.5, -1.1], [0.7, 0.2, 1.9], [3.2, 0.9, -0.1], [-0.8, -0.4, -0.2], [0.5, 0.8, -0.3], [-1.3, -1.6, 0.5], [-2.8, -2.0, 0.0], [-0.2, -0.1, 0.8], [0.9, -0.5, -1.0], [-0.4, 0.3, 0.4], [-1.1, 0.6, -0.4], [0.7, 0.5, 0.8], [1.3, 0.3, -0.7], [1.0, 2.5, -1.4], [-2.0, -1.5, 1.1]]
}

***

{
  "formula": "C4H10N3",
  "method": "the ωB97M-V functional and the def2-TZVPD basis",
  "e_tot_ha": -322.1865,
  "orbital_gap_ev": [5.28, 7.83],
  "multiplicity": 3,
  "e_above_lowest_ev": 3.292,
  "total_charge": 1,
  "symbols": ["H", "H", "H", "H", "H", "N", "C", "H", "C", "H", "C", "C", "H", "N", "N", "H", "H"],
  "positions_angstrom": [[1.162860, -2.589139, 0.380596], [-3.039967, 0.196909, 1.542199], [-1.332967, -0.044173, 1.729997], [2.402103, 2.327384, 0.361851], [-0.173161, -2.381522, -0.427034], [-1.000841, 0.189758, -0.885610], [-2.084674, 0.263189, -0.197760], [1.550293, 1.987974, -1.035447], [0.970304, -0.635336, -0.170240], [-1.230311, 0.325703, -1.829178], [2.328838, 1.486991, -0.386561], [0.395142, -1.892989, 0.257492], [3.270020, 1.525434, -0.947339], [-2.125525, 0.158215, 1.152540], [1.712100, 0.264052, -0.115360], [-3.055600, 0.284025, -0.733530], [-0.256081, -1.830548, 1.128418]],
  "forces_ev_per_angstrom": [[1.6, -1.0, 0.9], [-0.4, 0.0, 0.7], [0.1, 0.1, 0.3], [-0.1, -1.9, 0.4], [-1.9, -0.7, -2.6], [6.7, -0.4, -1.8], [-7.9, 0.6, 1.5], [0.9, -0.3, 0.1], [0.5, 1.5, 0.8], [0.1, 0.5, -1.8], [-1.4, 3.8, -1.7], [0.5, 0.8, 1.2], [-0.2, -1.0, 0.3], [0.5, 0.0, 0.1], [-0.1, -2.1, 0.5], [0.5, -0.3, 0.8], [0.4, 0.4, 0.2]]
}

***

{
  "formula": "C4H10N3",
  "method": "the ωB97M-V functional and the def2-TZVPD basis",
  "e_tot_ha": -322.1998,
  "orbital_gap_ev": [6.10, 1.89],
  "multiplicity": 3,
  "e_above_lowest_ev": 2.928,
  "total_charge": 1,
  "symbols": ["N", "H", "H", "H", "C", "H", "H", "H", "H", "H", "H", "C", "H", "N", "C", "N", "C"],
  "positions_angstrom": [[-1.123101, 6.675702, -1.899533], [0.587814, -9.575679, 2.903129], [1.357365, -10.308341, 0.209859], [0.918550, -8.562026, 0.587936], [0.743499, -9.640439, 0.873631], [-1.083590, 4.639221, -0.991999], [-0.200125, -10.241828, 0.632878], [-1.499883, 6.473313, -2.850268], [0.104020, 5.993455, 0.802638], [-0.850026, 9.018110, -2.152195], [1.390042, -10.888496, 2.346184], [-0.627754, 8.055177, -1.643953], [0.320147, 8.358677, 0.344976], [-0.319521, 6.426089, -0.032428], [-0.142593, 7.766750, -0.364024], [1.264353, -9.838191, 2.176792], [-0.839196, 5.648506, -0.943623]],
  "forces_ev_per_angstrom": [[-1.9, 3.3, -5.9], [0.3, 0.1, -0.4], [0.3, 1.2, 0.2], [-1.0, -1.3, -0.1], [0.3, -1.7, -2.4], [-0.3, -1.3, 0.1], [0.1, 2.0, 0.5], [0.5, 0.1, 1.3], [-0.3, 0.9, -0.4], [0.1, -1.3, 0.3], [-0.1, 2.0, -0.3], [-1.4, -4.0, 0.0], [0.9, 1.3, 1.2], [3.2, 3.0, 5.3], [-0.3, -3.4, 1.0], [0.1, -2.3, 2.5], [-0.5, 1.4, -2.8]]
}

***

{
  "formula": "C4H10N3O",
  "method": "the ωB97M-V functional and the def2-TZVPD basis",
  "e_tot_ha": -397.6088,
  "orbital_gap_ev": 10.37,
  "smiles": "C=N[C@H](N)/[N+](C)=C\\O",
  "e_above_lowest_ev": 1.917,
  "total_charge": 1,
  "symbols": ["H", "H", "H", "N", "H", "H", "C", "N", "N", "H", "C", "O", "C", "C", "H", "H", "H", "H"],
  "positions_angstrom": [[2.400173, -0.853121, -1.336445], [0.170691, 0.978007, -1.921149], [2.015572, -2.116512, 0.199330], [-0.609668, -0.029583, 1.565300], [-1.428763, 0.415855, 1.944010], [1.434753, -1.140693, 1.688531], [-1.845612, 1.944351, -0.488691], [-0.830912, 1.202747, -0.634906], [0.783959, -0.606147, -0.221215], [0.461308, -2.384412, 0.900249], [-0.567659, -0.144265, 0.182669], [1.020957, 0.535095, -2.156673], [1.445704, -0.314489, -1.265062], [1.222336, -1.618494, 0.761729], [0.168359, 0.271866, 2.049905], [-2.573475, 2.068502, 0.387917], [-2.008081, 2.675649, -1.215394], [-1.259646, -0.884348, -0.440110]],
  "forces_ev_per_angstrom": [[-0.2, 0.6, -0.7], [-0.7, 0.2, 1.0], [0.5, -0.1, 1.0], [-2.7, -1.0, -0.4], [-0.3, -0.2, -0.1], [0.8, -0.1, 0.5], [-0.1, -0.4, 2.5], [-0.6, -1.9, 0.2], [-1.9, -0.5, 3.0], [-0.2, 0.3, 0.0], [-1.0, 2.1, -3.4], [2.6, -1.6, -0.6], [-0.4, 1.2, -1.4], [0.6, -0.9, -2.2], [1.9, 0.9, 0.7], [1.0, -1.0, -0.9], [-0.1, 1.2, -1.2], [0.8, 1.3, 2.1]]
}

***

{
  "formula": "C4H10N3O2",
  "method": "the ωB97M-V functional and the def2-TZVPD basis",
  "e_tot_ha": -472.8056,
  "orbital_gap_ev": 10.38,
  "smiles": "COC[C@]1([NH3+])N=NCO1",
  "e_above_lowest_ev": 3.525,
  "total_charge": 1,
  "symbols": ["H", "O", "C", "N", "C", "N", "N", "H", "H", "C", "H", "H", "H", "C", "H", "O", "H", "H", "H"],
  "positions_angstrom": [[0.958653, -1.025152, -1.939508], [0.170745, -1.307186, 0.875944], [-0.136298, -0.626366, -0.254282], [-1.436445, -2.401171, -0.270326], [-0.879844, 0.855892, -0.013769], [1.049467, -0.315060, -1.180016], [-1.105662, -1.448920, -0.991429], [-0.014903, -3.444418, 0.774680], [0.012388, 3.404944, 0.726494], [0.693399, 2.606137, 0.496504], [1.916567, -0.362847, -0.505003], [-1.811422, 0.763987, -0.708474], [-1.248516, -2.710057, 1.778143], [-0.630007, -2.560842, 0.855908], [-1.150123, 1.030156, 0.986289], [0.074211, 1.819914, -0.546021], [1.011237, 1.932863, 1.300071], [1.540779, 3.018434, 0.044251], [0.985775, 0.769693, -1.429455]],
  "forces_ev_per_angstrom": [[1.0, 0.9, 0.4], [0.4, -0.9, 0.6], [-1.5, 2.4, 0.4], [-0.3, -0.3, -2.4], [0.9, -1.7, -4.1], [0.9, 0.0, 1.9], [-0.7, -0.6, 0.6], [0.4, -0.2, -0.3], [-0.2, 0.2, 0.8], [-0.7, -1.0, -0.3], [-1.7, -0.5, -2.1], [1.6, 0.6, 1.3], [0.6, 0.7, -0.6], [0.1, 1.2, 1.8], [-0.1, 0.1, 1.3], [-1.5, -0.5, 0.7], [-0.3, 0.5, 0.3], [1.4, 0.8, -0.6], [-0.5, -1.8, 0.4]]
}

***

{
  "formula": "C4H10N4",
  "method": "the ωB97M-V functional and the def2-TZVPD basis",
  "e_tot_ha": -377.2414,
  "orbital_gap_ev": 9.06,
  "smiles": "C=NNC/C=N/NC",
  "e_above_lowest_ev": 5.588,
  "symbols": ["N", "C", "N", "H", "H", "H", "N", "H", "C", "H", "H", "H", "N", "C", "H", "H", "H", "C"],
  "positions_angstrom": [[1.011388, -0.676851, 1.929828], [1.388280, -0.336167, 0.494949], [0.001950, -1.465539, 2.271502], [-0.808671, -1.805753, 0.418531], [0.543958, 1.734634, 0.047804], [1.844613, -0.898370, 2.405101], [-0.953599, 0.896012, -1.991644], [2.430883, 0.252987, 0.571612], [0.333715, 0.588876, -0.250874], [-1.719492, -2.345517, 2.026670], [1.430632, -1.154343, -0.110949], [-1.186414, 0.585707, -2.911146], [-0.159085, 0.078956, -1.310214], [-0.742392, 2.254865, -2.119353], [-1.577328, 2.759635, -1.362121], [0.192405, 2.614808, -1.863198], [-0.746241, 2.551546, -3.396604], [-0.931092, -1.861470, 1.521608]],
  "forces_ev_per_angstrom": [[0.7, 1.3, -2.9], [-0.5, 3.8, 2.0], [-0.4, -0.2, 1.8], [-0.8, 0.2, 0.6], [-1.5, -2.4, -0.8], [0.6, -0.2, 1.1], [-0.9, -1.4, -2.5], [-2.3, -1.5, -0.2], [4.1, 0.7, 1.9], [-0.9, -0.7, 0.1], [0.6, -2.6, -1.5], [-0.1, -1.3, 0.0], [-0.2, 0.6, 1.6], [-3.5, 3.6, -1.7], [2.1, -0.2, -2.5], [2.1, 0.5, 0.9], [-0.8, -0.5, 4.0], [1.5, 0.4, -1.8]]
}